A cluster of 13 separate species, C18H62O13 in total. Source: the Open Molecules 2025 dataset; level of theory: ωB97M-V with the def2-TZVPD basis set.

Results
energy above the lowest of the compared OMol25 structures with the same formula, charge and spin	112.1	kcal per mole
orbital gap	9.88	eV
charge	0
multiplicity	1

Cartesian coordinates (Å):
O1 2.695 -14.087 17.611
O2 1.588 -13.598 20.107
O3 -1.228 -12.723 17.584
O4 -1.480 -13.888 14.869
O5 -0.393 -10.067 18.142
O6 -0.158 -10.994 11.247
O7 0.964 -6.956 20.241
O8 -4.255 -9.646 18.545
O9 -1.722 -8.288 16.299
O10 1.331 -11.686 22.353
O11 4.305 -7.441 17.161
O12 4.745 -12.629 16.118
O13 3.014 -8.915 20.402
C1 -3.805 -8.250 20.560
C2 -1.597 -14.984 18.603
C3 1.323 -10.866 16.634
C4 1.861 -14.774 16.672
C5 2.942 -5.554 16.679
C6 -1.015 -7.271 15.621
C7 3.272 -9.053 21.793
C8 3.466 -6.493 17.746
C9 -0.134 -6.996 19.337
C10 1.986 -14.863 20.628
C11 4.462 -8.280 22.258
C12 -1.617 -13.477 18.724
C13 -0.456 -9.850 11.973
C14 0.988 -10.250 17.962
C15 -3.276 -8.988 19.341
C16 0.242 -10.843 21.967
C17 -0.697 -13.002 14.087
C18 5.384 -11.386 16.381
H1 -3.003 -7.715 21.122
H2 -1.381 -9.987 12.553
H3 -1.571 -6.328 15.530
H4 3.994 -5.950 18.531
H5 5.347 -11.169 17.438
H6 0.962 -14.200 16.391
H7 -0.930 -13.230 13.035
H8 -0.951 -6.354 19.694
H9 2.363 -8.206 20.319
H10 -4.691 -10.383 18.991
H11 0.995 -6.078 20.627
H12 -0.653 -8.969 11.309
H13 -2.498 -8.528 15.796
H14 0.795 -11.838 16.580
H15 -0.578 -11.430 21.575
H16 4.494 -8.227 23.350
H17 4.429 -8.123 17.820
H18 1.486 -14.941 21.586
H19 1.557 -15.737 17.091
H20 -1.581 -13.553 15.770
H21 -2.645 -13.203 18.998
H22 -4.504 -7.476 20.222
H23 -1.213 -11.807 17.878
H24 3.063 -14.967 20.798
H25 4.511 -7.242 21.898
H26 3.267 -13.453 17.129
H27 1.612 -15.665 19.988
H28 1.515 -9.283 18.119
H29 -0.677 -15.461 18.274
H30 2.618 -7.028 18.219
H31 -0.527 -8.015 19.257
H32 2.476 -6.139 15.890
H33 0.459 -10.034 21.211
H34 2.399 -11.023 16.522
H35 -0.091 -7.070 16.168
H36 1.579 -12.234 21.605
H37 -2.730 -8.353 18.657
H38 0.202 -6.665 18.324
H39 4.752 -12.762 15.171
H40 -0.853 -11.103 10.604
H41 -0.942 -13.159 19.532
H42 2.025 -13.533 19.256
H43 1.002 -10.262 15.786
H44 2.502 -15.045 15.806
H45 -2.398 -15.315 17.927
H46 0.368 -13.179 14.252
H47 -2.554 -9.727 19.682
H48 -0.722 -9.633 17.335
H49 1.315 -10.854 18.812
H50 0.347 -9.606 12.659
H51 -0.919 -11.945 14.290
H52 3.356 -10.125 21.996
H53 2.447 -8.673 22.381
H54 -0.149 -10.371 22.865
H55 -1.820 -15.360 19.587
H56 2.289 -4.774 17.072
H57 -0.686 -7.554 14.607
H58 5.440 -8.748 21.985
H59 3.805 -5.055 16.233
H60 6.446 -11.406 16.137
H61 -4.330 -8.859 21.284
H62 4.913 -10.552 15.849

Here are the Mulliken charges for atoms 1 to 5, given in e: O -0.436; O -0.250; O -0.105; O -0.626; O -0.099

=====

A structure of composition C15H26Br3Cl8CuO5. Source: the Open Molecules 2025 dataset; level of theory: ωB97M-V with the def2-TZVPD basis set.

Results
orbital gap (spin up / spin down)	6.54 / 5.42	eV
charge	+1
multiplicity	2

Cartesian coordinates (Å):
Br1 -1.480 -2.926 1.738
Br2 -4.690 -2.097 0.968
Br3 -2.798 -3.656 -1.129
Cu1 2.946 2.053 -2.427
Cl1 5.461 -1.151 1.063
Cl2 3.543 -0.867 3.191
Cl3 -2.422 4.429 -3.802
Cl4 1.989 5.359 2.334
Cl5 0.978 -3.413 -1.284
Cl6 1.587 2.549 3.214
Cl7 3.632 -3.675 -0.359
Cl8 -3.031 2.040 -2.466
O1 -2.704 0.463 6.559
O2 0.554 -0.063 -5.605
O3 1.582 0.852 -3.873
O4 -2.478 0.843 4.305
O5 1.581 0.963 -0.943
C1 -1.993 0.482 5.527
C2 -0.548 -0.008 5.364
C3 -0.258 -0.372 0.090
C4 -0.988 -1.420 -4.501
C5 0.465 0.927 -0.124
C6 -0.213 -0.741 -3.448
C7 2.512 -2.484 -1.061
C8 -0.583 -0.830 -5.852
C9 1.220 3.797 2.000
C10 0.743 0.077 -4.287
C11 -3.195 -3.410 0.753
C12 -0.665 -0.543 3.966
C13 -1.652 0.349 3.290
C14 -1.842 3.334 -2.542
C15 4.072 -0.185 1.635
H1 0.291 -0.519 3.444
H2 0.423 -1.114 0.506
H3 0.158 4.039 1.964
H4 -2.096 -0.177 2.445
H5 -1.216 -0.254 0.596
H6 1.604 3.422 1.051
H7 -0.905 2.870 -2.848
H8 2.303 -1.582 -0.486
H9 -2.073 -1.389 -4.392
H10 -0.686 -0.047 -2.753
H11 -0.529 -0.739 -0.900
H12 -0.745 -2.481 -4.552
H13 2.896 -2.204 -2.042
H14 4.415 0.834 1.819
H15 -0.212 1.680 -0.528
H16 -0.308 -1.617 -6.554
H17 0.060 0.885 5.512
H18 -3.495 -4.386 1.135
H19 -1.104 1.150 2.794
H20 0.414 -1.402 -2.850
H21 -0.326 -0.662 6.207
H22 -1.041 -1.561 4.062
H23 0.797 1.258 0.860
H24 -1.714 3.823 -1.576
H25 -1.397 -0.225 -6.252
H26 3.160 -0.276 1.046

Here are the Mulliken charges for atoms 1 to 5, given in e: Br 0.003; Br -0.023; Br -0.032; Cu 0.675; Cl -0.125

=====

An isolated molecule of C2H5N2P. Source: the Open Molecules 2025 dataset; level of theory: ωB97M-V with the def2-TZVPD basis set.

Results
energy above the lowest of the compared OMol25 structures with the same formula, charge and spin	63.7	kcal per mole
orbital gap (spin up / spin down)	6.74 / 5.51	eV
charge	0
multiplicity	3

Cartesian coordinates (Å):
P1 0.440 1.505 -2.074
N1 0.233 0.474 -0.905
N2 -0.049 -1.596 2.092
C1 0.435 0.146 0.314
C2 -0.182 -1.312 0.910
H1 0.770 0.710 1.111
H2 -0.845 1.449 -2.469
H3 0.403 2.912 -1.634
H4 -0.455 -2.441 2.500
H5 -0.750 -1.846 0.155

Here are the Mulliken charges for atoms 1 to 5, given in e: P -0.045; N -0.252; N -0.534; C -0.301; C -0.101

=====

A structure of composition C22H27AsMnN3O6S3. Source: the Open Molecules 2025 dataset; level of theory: ωB97M-V with the def2-TZVPD basis set.

Results
energy above the lowest of the compared OMol25 structures with the same formula, charge and spin	0.0	kcal per mole
orbital gap (spin up / spin down)	7.52 / 7.56	eV
charge	-1
multiplicity	6

Cartesian coordinates (Å):
As1 13.407 8.314 12.831
Mn1 11.284 9.641 11.327
S1 7.839 10.736 10.917
S2 8.271 12.211 8.358
S3 12.665 6.959 9.253
O1 9.211 5.989 11.583
O2 12.652 10.334 9.867
O3 11.306 11.232 12.887
O4 10.865 11.750 15.058
O5 11.693 13.001 6.719
O6 10.291 7.771 10.807
N1 11.009 11.492 8.769
N2 9.827 9.150 12.943
N3 10.195 10.991 9.751
C1 12.267 11.084 8.913
C2 8.964 11.249 9.658
C3 9.548 7.150 11.632
C4 13.642 8.437 14.796
C5 15.451 11.339 6.947
C6 6.372 11.068 9.898
C7 14.156 6.552 12.689
C8 6.652 12.371 9.178
C9 8.131 7.712 13.766
C10 9.085 8.038 12.816
C11 8.066 8.506 14.904
C12 12.931 12.533 6.892
C13 14.929 9.396 12.254
C14 13.231 11.558 7.882
C15 13.925 12.914 5.949
C16 15.142 12.292 5.973
C17 11.907 5.349 9.646
C18 14.501 11.034 7.881
C19 14.270 6.293 8.643
C20 8.797 9.677 15.021
C21 9.711 9.968 14.009
C22 10.702 11.108 14.000
H1 6.629 13.192 9.857
H2 14.684 8.300 15.120
H3 11.686 4.790 8.728
H4 13.457 5.857 13.165
H5 8.730 10.273 15.896
H6 15.154 6.455 13.155
H7 14.892 9.485 11.160
H8 5.496 11.178 10.584
H9 12.489 4.693 10.271
H10 10.957 5.551 10.113
H11 11.106 12.568 7.370
H12 16.464 10.913 6.945
H13 14.097 5.528 7.860
H14 5.887 12.569 8.406
H15 14.753 10.411 12.636
H16 14.752 10.262 8.596
H17 13.030 7.643 15.212
H18 14.862 7.084 8.202
H19 7.422 8.234 15.729
H20 13.652 13.673 5.206
H21 14.856 5.882 9.463
H22 6.228 10.213 9.231
H23 7.547 6.797 13.703
H24 15.877 9.013 12.620
H25 15.840 12.516 5.177
H26 13.275 9.372 15.170
H27 14.208 6.240 11.634

Here are the Mulliken charges for atoms 1 to 5, given in e: As 0.807; Mn 0.704; S -0.058; S -0.153; S 0.296

=====

A cluster of 2 separate species, C2H5S in total. Source: the Open Molecules 2025 dataset; level of theory: ωB97M-V with the def2-TZVPD basis set.

Results
energy above the lowest of the compared OMol25 structures with the same formula, charge and spin	38.8	kcal per mole
orbital gap	5.66	eV
charge	-1
multiplicity	1

Cartesian coordinates (Å):
S1 -0.021 -4.998 0.717
C1 -0.480 1.043 -0.334
C2 0.252 2.037 0.212
H1 0.885 2.578 -0.426
H2 -0.339 -3.934 -0.082
H3 -0.373 0.036 0.089
H4 0.752 2.077 1.222
H5 -0.676 1.161 -1.399

Here are the Mulliken charges for atoms 1 to 5, given in e: S -0.918; C -0.441; C -0.514; H 0.222; H -0.082

=====

An isolated molecule of C3H7NO. Source: the Open Molecules 2025 dataset; level of theory: ωB97M-V with the def2-TZVPD basis set.

Results
energy above the lowest of the compared OMol25 structures with the same formula, charge and spin	26.6	kcal per mole
orbital gap	10.26	eV
charge	0
SMILES	CN(C)C=O
multiplicity	1

Cartesian coordinates (Å):
O1 1.499 -0.821 1.705
N1 0.178 0.113 0.089
C1 -0.787 1.137 -0.273
C2 0.795 0.081 1.287
C3 0.317 -1.088 -0.747
H1 -0.115 -1.966 -0.290
H2 1.378 -1.283 -0.930
H3 -0.365 2.087 -0.578
H4 0.244 0.714 2.008
H5 -1.360 0.678 -1.085
H6 -0.220 -0.928 -1.680
H7 -1.563 1.275 0.494

Here are the Mulliken charges for atoms 1 to 5, given in e: O -0.548; N 0.085; C -0.865; C 0.060; C -0.853

=====

| no. | E_tot (eV) |
| --- | --- |
| 1 | -46285.026 |
| 2 | -381149.809 |
| 3 | -14417.810 |
| 4 | -164677.864 |
| 5 | -12989.233 |
| 6 | -6761.598 |